A 7-piece molecular cluster, C62H140F2N5O5P2S2 overall, computed with wB97M-V/def2-TZVPD.

Results
ΔE to the lowest compared entry with this formula, charge and spin   103.3 kcal per mole
Highest occupied orbital energy   -0.6724 Ha
Net charge   +5
Orbital gap   8.4 eV

Bonds (Å) are listed after each position.
Cartesian coordinates (Å):
1 N -0.763 2.768 0.801  S2 1.450, S6 1.723
2 S -0.017 2.251 -0.331  N1 1.450, O3 1.499, O4 1.467, F5 1.644, S6 2.337
3 O -0.752 1.596 -1.461  S2 1.499
4 O 1.381 1.880 -0.089  S2 1.467
5 F 0.266 3.745 -0.953  S2 1.644
6 S -1.539 1.270 1.147  N1 1.723, S2 2.337, O7 1.444, O8 1.429, F9 1.623
7 O -0.742 0.134 1.548  S6 1.444
8 O -2.762 1.084 0.431  S6 1.429
9 F -2.024 1.703 2.634  S6 1.623
10 C -0.501 7.163 0.670  C11 1.554, H17 1.090, H18 1.090, H19 1.090
11 C -0.630 6.166 1.855  C10 1.554, O12 1.258, N13 1.518
12 O 0.073 6.181 2.899  C11 1.258
13 N -1.689 5.111 1.592  C11 1.518, H14 1.010, H15 1.010, C16 1.531
14 H -2.081 5.381 0.701  N13 1.010
15 H -1.248 4.227 1.381  N13 1.010
16 C -2.834 4.967 2.597  N13 1.531, H20 1.090, H21 1.090, H22 1.090
17 H 0.528 7.508 0.571  C10 1.090
18 H -1.246 7.958 0.679  C10 1.090
19 H -0.665 6.750 -0.325  C10 1.090
20 H -2.351 4.708 3.540  C16 1.090
21 H -3.421 4.103 2.285  C16 1.090
22 H -3.427 5.881 2.608  C16 1.090
23 C 3.612 4.000 -0.798  C24 1.555, H33 1.090, H34 1.090, H35 1.090
24 C 3.162 5.067 0.241  C23 1.555, C25 1.548, H36 1.090, H37 1.090
25 C 4.326 5.684 1.053  C24 1.548, C26 1.537, H38 1.090, H39 1.090
26 C 3.833 6.656 2.138  C25 1.537, N27 1.524, H40 1.090, H41 1.090
27 N 4.657 7.915 2.375  C26 1.524, C28 1.591, C31 1.524, C32 1.513
28 C 6.184 7.736 2.783  N27 1.591, C29 1.509, H42 1.090, H43 1.090
29 C 6.277 8.468 4.100  C28 1.509, C30 1.481, H44 1.090, H45 1.090
30 C 5.272 9.551 4.010  C29 1.481, C31 1.521, H46 1.090, H47 1.090
31 C 4.059 8.847 3.421  N27 1.524, C30 1.521, H48 1.090, H49 1.090
32 C 4.706 8.657 1.057  N27 1.513, H50 1.090, H51 1.090, H52 1.090
33 H 4.104 3.189 -0.262  C23 1.090
34 H 4.381 4.321 -1.501  C23 1.090
35 H 2.696 3.689 -1.301  C23 1.090
36 H 2.511 4.547 0.943  C24 1.090
37 H 2.617 5.860 -0.271  C24 1.090
38 H 5.017 6.128 0.337  C25 1.090
39 H 5.010 4.946 1.473  C25 1.090
40 H 3.505 6.126 3.032  C26 1.090
41 H 2.908 7.159 1.854  C26 1.090
42 H 6.743 8.252 2.003  C28 1.090
43 H 6.305 6.656 2.690  C28 1.090
44 H 7.321 8.731 4.271  C29 1.090
45 H 6.149 7.737 4.898  C29 1.090
46 H 5.614 10.328 3.327  C30 1.090
47 H 4.907 10.046 4.910  C30 1.090
48 H 3.299 9.499 2.991  C31 1.090
49 H 3.508 8.164 4.067  C31 1.090
50 H 5.159 9.647 1.125  C32 1.090
51 H 3.648 8.863 0.899  C32 1.090
52 H 5.156 8.135 0.213  C32 1.090
53 C -4.045 -8.678 4.799  C54 1.536, H63 1.090, H64 1.090, H65 1.090
54 C -4.251 -7.354 5.549  C53 1.536, C55 1.545, H66 1.090, H67 1.090
55 C -4.800 -6.105 4.824  C54 1.545, C56 1.539, H68 1.090, H69 1.090
56 C -4.069 -5.626 3.557  C55 1.539, N57 1.558, H70 1.090, H71 1.090
57 N -4.278 -4.147 3.113  C56 1.558, C58 1.563, C61 1.566, C62 1.573
58 C -3.479 -3.678 1.855  N57 1.563, C59 1.547, H72 1.090, H73 1.090
59 C -3.317 -2.152 2.054  C58 1.547, C60 1.514, H74 1.090, H75 1.090
60 C -3.461 -1.809 3.521  C59 1.514, C61 1.537, H76 1.090, H77 1.090
61 C -3.852 -3.122 4.218  N57 1.566, C60 1.537, H78 1.090, H79 1.090
62 C -5.828 -3.901 3.016  N57 1.573, H80 1.090, H81 1.090, H82 1.090
63 H -3.745 -8.471 3.771  C53 1.090
64 H -4.971 -9.234 4.648  C53 1.090
65 H -3.303 -9.415 5.107  C53 1.090
66 H -3.308 -7.124 6.046  C54 1.090
67 H -4.850 -7.626 6.418  C54 1.090
68 H -5.028 -5.191 5.372  C55 1.090
69 H -5.810 -6.420 4.559  C55 1.090
70 H -4.369 -6.275 2.734  C56 1.090
71 H -2.986 -5.718 3.635  C56 1.090
72 H -4.003 -3.991 0.952  C58 1.090
73 H -2.520 -4.189 1.769  C58 1.090
74 H -4.010 -1.555 1.462  C59 1.090
75 H -2.296 -1.911 1.758  C59 1.090
76 H -4.280 -1.129 3.756  C60 1.090
77 H -2.574 -1.472 4.058  C60 1.090
78 H -4.488 -2.986 5.093  C61 1.090
79 H -2.920 -3.591 4.533  C61 1.090
80 H -5.989 -2.893 2.636  C62 1.090
81 H -6.217 -3.873 4.034  C62 1.090
82 H -6.315 -4.666 2.411  C62 1.090
83 C -1.056 4.659 6.470  C84 1.587, H93 1.090, H94 1.090, H95 1.090
84 C 0.228 3.737 6.606  C83 1.587, C85 1.607, H96 1.090, H97 1.090
85 C 0.738 3.296 5.148  C84 1.607, C86 1.543, H98 1.090, H99 1.090
86 C 1.915 2.362 5.501  C85 1.543, N87 1.547, H100 1.090, H101 1.090
87 N 2.402 1.513 4.303  C86 1.547, C88 1.586, C91 1.546, C92 1.556
88 C 3.862 0.979 4.619  N87 1.586, C89 1.528, H102 1.090, H103 1.090
89 C 4.687 0.795 3.346  C88 1.528, C90 1.492, H104 1.090, H105 1.090
90 C 3.913 1.609 2.364  C89 1.492, C91 1.500, H106 1.090, H107 1.090
91 C 2.731 2.278 3.001  N87 1.546, C90 1.500, H108 1.090, H109 1.090
92 C 1.472 0.277 4.135  N87 1.556, H110 1.090, H111 1.090, H112 1.090
93 H -1.970 4.118 6.224  C83 1.090
94 H -0.889 5.410 5.697  C83 1.090
95 H -1.140 5.108 7.459  C83 1.090
96 H 0.039 2.905 7.285  C84 1.090
97 H 1.069 4.303 7.007  C84 1.090
98 H 1.011 4.139 4.512  C85 1.090
99 H -0.036 2.769 4.590  C85 1.090
100 H 1.668 1.709 6.338  C86 1.090
101 H 2.660 3.092 5.816  C86 1.090
102 H 3.870 0.126 5.297  C88 1.090
103 H 4.379 1.763 5.172  C88 1.090
104 H 4.529 -0.196 2.922  C89 1.090
105 H 5.707 1.177 3.374  C89 1.090
106 H 3.678 0.931 1.544  C90 1.090
107 H 4.610 2.295 1.883  C90 1.090
108 H 1.811 2.358 2.422  C91 1.090
109 H 2.895 3.315 3.293  C91 1.090
110 H 1.663 0.016 3.094  C92 1.090
111 H 0.450 0.622 4.294  C92 1.090
112 H 1.773 -0.509 4.828  C92 1.090
113 C 8.086 -5.517 -0.230  C114 1.535, H130 1.090, H131 1.090, H132 1.090
114 C 6.676 -5.977 -0.627  C113 1.535, C115 1.566, H133 1.090, H134 1.090
115 C 6.309 -5.425 -2.045  C114 1.566, C116 1.523, H135 1.090, H136 1.090
116 C 4.805 -5.569 -2.233  C115 1.523, P117 1.918, H137 1.090, H138 1.090
117 P 4.146 -4.765 -3.846  C116 1.918, C118 1.884, C122 1.809, C126 1.824
118 C 4.791 -2.998 -3.751  P117 1.884, C119 1.591, H139 1.090, H140 1.090
119 C 4.027 -2.096 -2.687  C118 1.591, C120 1.533, H141 1.090, H142 1.090
120 C 2.603 -1.574 -2.905  C119 1.533, C121 1.497, H143 1.090, H144 1.090
121 C 2.024 -0.679 -1.853  C120 1.497, H145 1.090, H146 1.090, H147 1.090
122 C 5.109 -5.467 -5.207  P117 1.809, C123 1.556, H148 1.090, H149 1.090
123 C 4.671 -6.917 -5.561  C122 1.556, C124 1.535, H150 1.090, H151 1.090
124 C 5.650 -7.662 -6.480  C123 1.535, C125 1.572, H152 1.090, H153 1.090
125 C 5.204 -9.135 -6.799  C124 1.572, H154 1.090, H155 1.090, H156 1.090
126 C 2.343 -4.868 -4.100  P117 1.824, C127 1.540, H157 1.090, H158 1.090
127 C 1.438 -5.247 -2.914  C126 1.540, C128 1.544, H159 1.090, H160 1.090
128 C -0.015 -5.542 -3.346  C127 1.544, C129 1.555, H161 1.090, H162 1.090
129 C -0.849 -6.134 -2.175  C128 1.555, H163 1.090, H164 1.090, H165 1.090
130 H 8.913 -6.053 -0.696  C113 1.090
131 H 8.175 -5.640 0.850  C113 1.090
132 H 8.197 -4.467 -0.498  C113 1.090
133 H 5.993 -5.531 0.096  C114 1.090
134 H 6.610 -7.063 -0.564  C114 1.090
135 H 6.815 -5.943 -2.859  C115 1.090
136 H 6.687 -4.402 -2.072  C115 1.090
137 H 4.341 -5.189 -1.323  C116 1.090
138 H 4.519 -6.621 -2.267  C116 1.090
139 H 4.664 -2.640 -4.773  C118 1.090
140 H 5.868 -3.071 -3.598  C118 1.090
141 H 4.572 -1.180 -2.458  C119 1.090
142 H 4.127 -2.681 -1.773  C119 1.090
143 H 1.897 -2.322 -3.265  C120 1.090
144 H 2.547 -1.126 -3.897  C120 1.090
145 H 1.004 -0.426 -2.144  C121 1.090
146 H 2.632 0.218 -1.737  C121 1.090
147 H 1.906 -1.043 -0.832  C121 1.090
148 H 6.183 -5.379 -5.049  C122 1.090
149 H 4.865 -4.801 -6.035  C122 1.090
150 H 3.703 -6.851 -6.057  C123 1.090
151 H 4.589 -7.493 -4.639  C123 1.090
152 H 6.633 -7.742 -6.016  C124 1.090
153 H 5.757 -7.116 -7.418  C124 1.090
154 H 5.816 -9.552 -7.598  C125 1.090
155 H 4.206 -9.202 -7.232  C125 1.090
156 H 5.431 -9.747 -5.926  C125 1.090
157 H 2.212 -5.515 -4.968  C126 1.090
158 H 2.072 -3.953 -4.627  C126 1.090
159 H 1.565 -4.411 -2.226  C127 1.090
160 H 1.863 -6.092 -2.374  C127 1.090
161 H -0.039 -6.199 -4.216  C128 1.090
162 H -0.498 -4.597 -3.593  C128 1.090
163 H -0.460 -7.082 -1.805  C129 1.090
164 H -1.894 -6.292 -2.442  C129 1.090
165 H -0.810 -5.386 -1.383  C129 1.090
166 C -1.049 -2.508 -1.162  C167 1.550, H183 1.090, H184 1.090, H185 1.090
167 C -2.010 -2.040 -2.284  C166 1.550, C168 1.558, H186 1.090, H187 1.090
168 C -3.058 -0.941 -1.937  C167 1.558, C169 1.512, H188 1.090, H189 1.090
169 C -4.139 -0.798 -2.984  C168 1.512, P170 1.780, H190 1.090, H191 1.090
170 P -4.953 0.779 -3.121  C169 1.780, C171 1.873, C175 1.779, C179 1.779
171 C -6.245 0.739 -4.475  P170 1.873, C172 1.544, H192 1.090, H193 1.090
172 C -7.046 2.053 -4.598  C171 1.544, C173 1.527, H194 1.090, H195 1.090
173 C -8.027 2.247 -5.752  C172 1.527, C174 1.526, H196 1.090, H197 1.090
174 C -9.112 1.175 -5.698  C173 1.526, H198 1.090, H199 1.090, H200 1.090
175 C -3.783 2.018 -3.633  P170 1.779, C176 1.571, H201 1.090, H202 1.090
176 C -2.864 1.539 -4.812  C175 1.571, C177 1.548, H203 1.090, H204 1.090
177 C -1.952 2.724 -5.212  C176 1.548, C178 1.592, H205 1.090, H206 1.090
178 C -0.868 3.378 -4.248  C177 1.592, H207 1.090, H208 1.090, H209 1.090
179 C -5.719 1.194 -1.570  P170 1.779, C180 1.576, H210 1.090, H211 1.090
180 C -6.878 0.267 -1.037  C179 1.576, C181 1.489, H212 1.090, H213 1.090
181 C -7.405 0.633 0.307  C180 1.489, C182 1.541, H214 1.090, H215 1.090
182 C -6.326 0.284 1.350  C181 1.541, H216 1.090, H217 1.090, H218 1.090
183 H -1.534 -3.262 -0.542  C166 1.090
184 H -0.687 -1.702 -0.524  C166 1.090
185 H -0.094 -2.931 -1.474  C166 1.090
186 H -2.469 -2.922 -2.730  C167 1.090
187 H -1.349 -1.619 -3.041  C167 1.090
188 H -2.554 0.025 -1.916  C168 1.090
189 H -3.503 -1.003 -0.944  C168 1.090
190 H -4.896 -1.577 -2.898  C169 1.090
191 H -3.732 -1.015 -3.971  C169 1.090
192 H -6.800 -0.165 -4.226  C171 1.090
193 H -5.907 0.476 -5.477  C171 1.090
194 H -6.304 2.851 -4.599  C172 1.090
195 H -7.615 2.227 -3.684  C172 1.090
196 H -7.501 2.097 -6.695  C173 1.090
197 H -8.507 3.225 -5.726  C173 1.090
198 H -9.743 1.323 -6.575  C174 1.090
199 H -9.758 0.929 -4.855  C174 1.090
200 H -8.592 0.225 -5.817  C174 1.090
201 H -3.146 2.257 -2.781  C175 1.090
202 H -4.374 2.880 -3.943  C175 1.090
203 H -3.388 1.043 -5.629  C176 1.090
204 H -2.194 0.741 -4.492  C176 1.090
205 H -2.570 3.417 -5.784  C177 1.090
206 H -1.313 2.373 -6.022  C177 1.090
207 H -1.429 4.095 -3.648  C178 1.090
208 H -0.030 3.903 -4.708  C178 1.090
209 H -0.446 2.576 -3.643  C178 1.090
210 H -6.070 2.225 -1.622  C179 1.090
211 H -4.931 1.322 -0.828  C179 1.090
212 H -6.583 -0.781 -0.999  C180 1.090
213 H -7.702 0.233 -1.750  C180 1.090
214 H -8.305 0.086 0.587  C181 1.090
215 H -7.673 1.689 0.311  C181 1.090
216 H -6.579 0.480 2.392  C182 1.090
217 H -5.323 0.697 1.240  C182 1.090
218 H -6.148 -0.791 1.393  C182 1.090